{
  "formula": "C22H25CrO3",
  "method": "ωB97M-V with the def2-TZVPD basis set",
  "symbols": ["Cr", "C", "C", "C", "H", "C", "C", "H", "H", "H", "H", "C", "C", "C", "H", "C", "C", "H", "H", "H", "H", "O", "C", "C", "C", "C", "C", "H", "H", "H", "H", "H", "H", "H", "H", "H", "H", "O", "C", "O", "C", "C", "C", "C", "C", "C", "H", "H", "H", "H", "H"],
  "coordinates": [[0.0464, 0.4890, 0.5876], [1.9822, 0.4885, 1.6772], [2.1058, -0.5000, 0.6500], [1.8864, 0.1456, -0.6216], [2.4269, -1.5415, 0.7705], [1.6975, 1.5462, -0.3723], [1.7195, 1.7570, 1.0559], [1.5621, 2.6968, 1.5899], [2.1027, 0.3066, 2.7498], [2.0405, -0.3280, -1.6170], [1.6291, 2.3222, -1.1532], [-2.0864, 0.2174, 1.0747], [-1.6154, 1.4883, 1.5395], [-1.2116, 2.2563, 0.3970], [-1.6547, 1.8372, 2.5663], [-1.3849, 1.4519, -0.7831], [-1.9057, 0.1513, -0.3639], [-2.1978, -0.6772, -1.0199], [-2.5862, -0.5595, 1.6620], [-0.9302, 3.3026, 0.4053], [-1.2763, 1.7680, -1.8187], [0.0027, -2.1565, -0.8423], [-0.2905, -0.5758, -4.4559], [0.2629, -1.8190, -3.8675], [0.5470, 0.6312, -4.2079], [-1.7696, -0.5332, -4.2837], [0.3683, -2.6041, -1.9812], [1.3565, -1.8875, -4.0718], [-0.2963, -2.6845, -4.2791], [-0.1658, -3.5495, -2.2285], [1.4620, -2.7073, -2.0108], [0.6281, 1.1453, -5.1688], [1.5503, 0.3231, -3.8758], [0.1089, 1.3052, -3.4688], [-2.1990, -0.5813, -5.2793], [-2.1025, 0.3393, -3.7498], [-2.1131, -1.4338, -3.7329], [-0.2075, -0.6094, 3.1972], [-0.2179, -1.7659, 2.6682], [-0.1163, -1.9992, 1.4059], [-0.3437, -2.9796, 3.4948], [-0.2083, -4.2739, 2.9502], [-0.3141, -5.3775, 3.7882], [-0.5595, -5.2077, 5.1619], [-0.7101, -3.9090, 5.6869], [-0.5991, -2.8067, 4.8545], [-0.0304, -4.3730, 1.8774], [-0.2044, -6.3876, 3.3736], [-0.6352, -6.0726, 5.8213], [-0.9135, -3.7588, 6.7501], [-0.7042, -1.7822, 5.2195]],
  "total_charge": -2,
  "orbital_gap_ev": [4.11, 4.53],
  "spin_multiplicity": 4
}

{
  "formula": "C18H23BrClNO5",
  "method": "ωB97M-V with the def2-TZVPD basis set",
  "symbols": ["C", "C", "O", "N", "C", "C", "C", "C", "O", "C", "C", "C", "C", "Br", "C", "C", "C", "O", "Cl", "C", "O", "H", "H", "H", "H", "H", "H", "H", "H", "H", "H", "H", "H", "H", "H", "H", "C", "C", "C", "O", "C", "H", "H", "H", "H", "H", "H", "H", "H"],
  "coordinates": [[-2.9689, 4.8455, -1.4964], [-3.2936, 4.8878, 0.0851], [-4.4934, 4.9434, 0.4316], [-2.2711, 4.8184, 1.1490], [-1.0096, 5.5606, 0.7296], [-1.8206, 3.4462, 1.4301], [-1.1818, 3.2259, 2.6905], [-0.6324, 1.7404, 2.9910], [-0.7029, 1.2062, 4.1197], [-0.0014, 0.9994, 1.7015], [1.2973, 0.0870, 1.8398], [1.0796, -1.4594, 1.5000], [2.5437, -2.0550, 1.1339], [0.2928, -2.4791, 3.0463], [-0.6253, 1.2268, 0.4407], [-0.1303, 0.6294, -0.9458], [1.3009, 1.2455, -1.3595], [2.2089, 0.5787, -1.8657], [1.5477, 3.0625, -1.0945], [-1.9196, 2.1904, 0.4715], [-2.8982, 1.8473, -0.2233], [-3.1163, 5.8794, -1.9570], [-1.8837, 4.5375, -1.7117], [-3.6333, 4.0852, -2.0265], [-0.2389, 4.8113, 0.3071], [-0.5163, 6.0668, 1.6359], [-1.2075, 6.3502, -0.0658], [-1.0449, 4.0691, 3.4529], [1.6329, 0.1354, 2.9428], [2.1322, 0.5881, 1.2355], [0.3703, -1.6394, 0.6316], [2.8915, -1.7168, 0.0914], [2.5954, -3.1796, 1.2814], [3.2789, -1.5509, 1.8703], [-0.1707, -0.5032, -1.0286], [-0.8619, 1.0291, -1.7465], [1.4385, -5.3801, -2.6525], [0.4168, -6.1866, -1.8820], [0.7386, -5.8151, -0.4477], [1.2508, -4.4753, -0.4710], [1.5207, -4.1085, -1.8311], [1.1617, -5.1980, -3.6922], [2.4043, -5.8959, -2.6404], [-0.5926, -5.8483, -2.1382], [0.4737, -7.2605, -2.0669], [1.5171, -6.4645, -0.0336], [-0.1367, -5.8619, 0.2041], [0.7574, -3.3858, -2.1412], [2.5002, -3.6295, -1.8953]],
  "smiles": "CC(=O)N(C)C1=CC(=O)C(C[C@@H](C)Br)=C(CC(=O)Cl)C1=O.C1CCOC1",
  "orbital_gap_ev": 8.27
}

{
  "formula": "C24H33BClF7NO23P2S",
  "method": "ωB97M-V with the def2-TZVPD basis set",
  "symbols": ["C", "C", "N", "B", "S", "P", "C", "O", "P", "O", "Cl", "H", "H", "H", "H", "H", "H", "H", "H", "H", "H", "H", "H", "C", "C", "O", "C", "O", "O", "F", "H", "H", "H", "C", "C", "O", "C", "O", "O", "F", "H", "H", "H", "C", "C", "O", "C", "O", "O", "F", "H", "H", "H", "C", "C", "O", "C", "O", "O", "F", "H", "H", "H", "C", "C", "O", "C", "O", "O", "F", "H", "H", "H", "C", "C", "O", "C", "O", "O", "F", "H", "H", "H", "C", "C", "O", "C", "O", "O", "F", "H", "H", "H"],
  "coordinates": [[-1.2218, 1.3450, -0.5451], [-0.3513, 0.5031, 0.3787], [-0.5754, -0.9274, 0.1873], [0.5923, -1.8590, 0.4779], [-0.2263, -3.6407, 0.4966], [1.5623, -1.7914, 2.2171], [2.4478, -0.1777, 2.3636], [0.2784, -1.4297, 3.2748], [1.6961, -1.9079, -1.1996], [1.6996, -0.3163, -1.7593], [3.7186, -1.9232, -0.5676], [-2.2349, 0.9394, -0.5805], [-0.8289, 1.3234, -1.5627], [-1.2795, 2.3908, -0.2327], [0.6951, 0.7119, 0.1642], [-0.5357, 0.7958, 1.4226], [-1.3277, -1.2039, 0.8122], [0.8368, -4.3956, 0.8050], [1.9382, 0.7013, 1.9626], [2.6214, -0.0109, 3.4284], [3.4150, -0.2937, 1.8737], [0.1901, -2.2050, 3.8437], [2.4968, 0.1392, -1.4536], [3.3786, -7.7554, 2.9126], [2.4031, -7.2940, 1.8417], [1.7850, -6.1944, 2.4619], [2.6414, -5.6682, 3.3836], [2.5371, -4.5997, 3.8704], [3.6552, -6.5500, 3.6161], [1.4712, -8.2497, 1.5732], [2.8736, -8.4621, 3.5757], [4.3007, -8.1824, 2.5299], [2.8430, -6.9644, 0.9014], [1.3027, -4.9868, -3.3758], [0.1507, -5.3123, -2.4378], [0.8009, -6.0461, -1.4244], [2.0871, -5.6226, -1.3684], [2.8063, -5.7831, -0.4348], [2.4162, -4.9630, -2.4903], [-0.7809, -6.1039, -3.0412], [1.4193, -5.8034, -4.0929], [1.2199, -4.0319, -3.8855], [-0.3455, -4.4556, -1.9787], [2.1791, 0.8821, -4.8366], [0.8125, 1.5400, -4.8389], [0.6009, 1.7824, -6.2260], [1.3467, 0.8938, -6.9351], [1.2279, 0.7100, -8.1043], [2.2149, 0.2614, -6.1293], [0.7948, 2.7199, -4.1827], [2.9589, 1.6440, -4.7841], [2.3042, 0.1434, -4.0497], [0.0049, 0.9125, -4.4598], [-0.6378, 1.9382, 4.2381], [-0.1463, 2.9081, 5.2969], [-0.7646, 4.1255, 4.9004], [-1.8944, 3.8184, 4.2034], [-2.7415, 4.6109, 3.9393], [-1.9057, 2.5186, 3.8842], [1.1977, 3.0766, 5.2852], [0.0176, 1.9415, 3.3659], [-0.7675, 0.9208, 4.5925], [-0.4684, 2.6689, 6.3094], [-1.7985, 1.6415, -8.9234], [-1.7056, 1.4757, -10.4295], [-3.0658, 1.4121, -10.8134], [-3.8126, 2.0542, -9.8711], [-4.9494, 2.3591, -10.0084], [-3.0611, 2.2993, -8.7777], [-1.0870, 0.3340, -10.8039], [-1.8375, 0.6603, -8.4476], [-1.0064, 2.2361, -8.4834], [-1.2336, 2.3115, -10.9503], [-5.6291, 1.0732, 5.4700], [-4.8948, -0.1166, 4.8719], [-3.5454, 0.2073, 5.1361], [-3.4966, 1.0440, 6.1999], [-2.5009, 1.3376, 6.7762], [-4.7344, 1.4901, 6.5036], [-5.0852, -0.2256, 3.5410], [-5.7123, 1.8621, 4.7202], [-6.5994, 0.8385, 5.8955], [-5.1221, -1.0788, 5.3356], [0.0723, 7.6409, 3.5067], [0.8333, 6.4875, 2.8792], [2.1649, 6.9661, 2.8846], [2.2896, 7.8879, 3.8768], [3.3173, 8.3219, 4.2750], [1.0661, 8.2319, 4.3450], [0.4498, 6.2454, 1.6045], [-0.2182, 8.3514, 2.7301], [-0.7881, 7.3368, 4.0945], [0.7842, 5.5590, 3.4493]],
  "total_charge": -1,
  "orbital_gap_ev": 6.08
}

E list, top to bottom, in hartree: -2123.27900 -4164.66729 -4984.91126
Max |F| list, top to bottom, in eV/A: 3.8 4.7 0.7